11
Properties=species:S:1:pos:R:3:forces:R:3:lowdin_charge:R:1 method="wB97M-V/def2-TZVPD" e_tot_ha=-795.60203 spin_multiplicity=1 relative_energy_kj_mol=37.8 homo_ev=-11.38 gap_ev=12.08
C -1.115 1.317 -0.207 1.1 -0.3 -1.4 -0.30
C 2.431 0.436 0.254 -1.4 -1.0 3.7 -0.38
O -0.360 2.067 0.273 0.4 0.8 0.0 0.15
O 3.490 0.668 -0.137 3.0 1.4 -1.2 0.15
O -0.713 0.378 -1.291 0.3 1.1 1.1 -0.16
O -0.513 -0.640 0.956 0.7 -0.6 0.0 -0.28
O 1.664 -0.395 -0.512 -2.2 -0.8 -0.6 -0.11
P 0.074 -0.685 -0.396 -0.2 1.1 1.2 0.57
H -2.115 1.137 0.017 -1.9 0.0 0.3 0.13
H 2.149 0.631 1.383 -0.4 -0.2 -2.3 0.19
H -0.232 -1.766 -1.114 0.6 -1.5 -0.8 0.06